(1)
A structure of composition C41H33Br4N4O2PS2Sn. Source: the Open Molecules 2025 dataset; level of theory: ωB97M-V with the def2-TZVPD basis set.

Properties
HOMO energy: -6.95 eV
F_max: 0.0647 hartree/bohr
LUMO energy: -0.0658 Ha

```
88
Properties=species:S:1:pos:R:3:forces:R:3
Sn 0.4106 1.1503 -0.6562 1.109 1.293 0.072
N -0.3949 1.6883 3.3393 0.150 1.119 0.413
P -1.4627 0.5531 2.6097 0.463 -0.006 -2.061
C -1.3408 -0.8560 3.6931 -0.386 -1.640 1.503
C -0.1190 -1.2306 4.2830 -0.931 -0.128 0.379
C -0.1245 -2.1082 5.3893 0.180 0.782 -1.485
C -1.2772 -2.7099 5.8043 -1.491 -0.187 0.133
C -2.5032 -2.4893 5.1254 0.879 0.596 -0.179
C -2.5296 -1.5678 4.0669 0.518 0.456 0.379
C -3.0846 1.2003 3.0855 0.468 0.535 1.364
C -4.1072 1.2878 2.1448 0.266 1.064 0.565
C -5.2834 1.9383 2.5331 -0.473 -0.195 -0.395
C -5.5125 2.4036 3.8340 -0.661 -0.312 -1.086
C -4.4946 2.2424 4.7444 0.138 0.254 2.151
C -3.2749 1.6678 4.4229 -0.422 -0.432 -1.116
C 0.9773 1.7814 3.1511 -0.079 0.682 0.976
C 1.6772 2.7920 3.8648 0.776 -0.139 -1.059
C 3.0653 2.8706 3.7523 -0.864 0.422 0.320
C 3.7337 1.9295 2.9665 -0.384 -0.862 0.114
C 2.9427 0.9443 2.3657 0.339 0.496 -0.299
N 1.5920 0.8884 2.4168 1.052 -0.681 -0.251
H -0.7470 2.5719 3.7117 -0.317 -0.698 -0.060
H 0.8067 -0.7942 3.9271 -0.070 0.087 0.214
H 0.7968 -2.2619 5.8966 0.598 -0.275 0.394
H -1.2817 -3.3127 6.7102 0.038 -0.032 -0.235
H -3.4086 -2.9483 5.5212 0.152 0.072 -0.348
H -3.4725 -1.2514 3.5913 0.443 -0.441 0.368
H -3.9368 1.0066 1.1016 -0.089 -0.103 0.400
H -6.0215 2.0579 1.7484 -0.251 0.076 0.229
H -6.5026 2.8227 4.1313 1.061 -0.264 -0.360
H -4.6826 2.5433 5.8025 0.269 -0.175 -0.931
H -2.5213 1.5185 5.2066 -0.208 0.097 -0.512
H 1.1034 3.5633 4.3391 -0.058 0.184 0.498
H 3.6021 3.6725 4.2873 -0.287 -0.510 -0.414
H 4.8255 1.9076 2.9047 -0.499 -0.013 -0.133
H 3.4196 0.1726 1.7532 -0.166 0.208 0.167
Br 2.6134 7.7998 -1.4682 0.142 0.855 0.283
C 1.8216 6.1463 -1.7566 0.308 0.090 -1.599
C 1.7800 5.6786 -3.0857 -0.243 -0.082 -0.089
Br 2.1053 6.8624 -4.6202 -0.061 -0.482 1.285
C 1.4480 4.3333 -3.3516 0.063 1.010 0.710
Br 1.3920 3.8061 -5.1380 -0.185 -0.925 -0.310
C 1.1424 3.4402 -2.3029 1.074 2.718 -0.630
O 0.9386 2.1810 -2.5075 -0.590 -1.701 0.748
C 1.1083 4.0025 -0.9896 -0.802 -0.100 0.081
O 0.6602 3.1753 -0.0559 -0.056 -1.160 0.674
C 1.4352 5.3455 -0.7004 0.210 -1.239 -0.568
Br 1.5880 5.9593 1.0787 -0.276 -0.395 -0.085
S -3.1485 -1.7575 -0.4311 0.609 0.424 0.019
C -1.7404 -1.7332 -1.3024 0.182 -2.937 0.067
N -0.9485 -2.8638 -1.4327 -0.579 1.020 -0.387
C -0.1569 -3.0641 -2.6597 0.676 0.410 0.926
C -0.7594 -2.2838 -3.8020 2.769 1.503 -0.066
N -0.8178 -0.8297 -3.4149 -1.229 -1.266 1.936
C -0.7728 0.1660 -4.5061 -0.053 -0.619 -0.995
C 0.4059 -0.0740 -5.4404 -0.443 -0.004 -0.709
C 0.1672 -0.5259 -6.7662 1.396 0.279 1.211
C 1.2655 -0.7718 -7.5649 0.593 -0.060 -0.853
C 2.5695 -0.5449 -7.1232 -0.644 0.070 0.486
C 2.8037 -0.0430 -5.8568 -0.773 -0.184 -0.407
C 1.7159 0.2099 -5.0407 -0.048 0.031 1.227
C -1.3847 -0.6022 -2.1869 -0.740 1.538 -2.859
S -2.0022 0.9414 -1.7969 0.207 -0.233 -0.133
C -0.9382 -3.9721 -0.4726 1.000 -0.236 -0.488
C 0.4548 -4.0320 0.1877 -0.109 -1.034 -1.078
C 1.0259 -2.9658 0.8468 -0.721 0.673 0.367
C 2.3432 -3.0027 1.2742 -0.698 -0.109 0.438
C 3.0939 -4.1496 1.1055 0.508 -0.552 0.228
C 2.5360 -5.2486 0.4496 -0.025 0.377 0.637
C 1.2375 -5.1840 -0.0380 0.068 0.986 0.486
H -0.1782 -4.1125 -2.9050 -0.254 -0.539 -0.084
H 0.9121 -2.8699 -2.4267 -0.483 0.359 -0.485
H -1.7109 -2.6505 -4.0364 -1.695 -0.369 -0.276
H -0.1286 -2.3494 -4.7200 -0.381 -0.016 0.800
H -0.7005 1.1525 -4.1062 -0.032 0.561 0.566
H -1.7222 0.0877 -5.0977 0.598 0.016 0.581
H -0.7920 -0.6932 -7.1997 -0.778 -0.038 0.195
H 1.1344 -1.1271 -8.5918 -0.081 0.092 0.376
H 3.4007 -0.7501 -7.7426 0.629 -0.227 -0.758
H 3.7978 0.1501 -5.5080 0.341 0.113 0.091
H 1.9451 0.6240 -4.0392 -0.606 -0.240 -0.621
H -1.0526 -4.9244 -1.0407 -0.224 0.618 0.376
H -1.7770 -3.8475 0.1914 -0.093 0.042 0.367
H 0.4060 -2.1006 1.1357 0.334 -0.296 -0.378
H 2.6071 -2.1687 1.8931 0.765 0.255 0.091
H 4.0879 -4.2929 1.5615 -0.546 0.419 -0.335
H 3.1097 -6.1613 0.4931 -0.055 -0.213 -0.534
H 0.8096 -6.0101 -0.5605 -0.230 -0.532 -0.239
```
Forces are in eV/Å.

***

(2)
A structure of composition C41H34IrN4OS3. Source: the Open Molecules 2025 dataset; level of theory: ωB97M-V with the def2-TZVPD basis set.

Properties
HOMO energy: -9.77 eV
Total charge: +1
Energy relative to the best compared isomer or geometry (same formula, charge and spin): 0.00 kJ/mol
F_max: 0.0443 hartree/bohr
LUMO energy: -0.0987 Ha

```
84
Properties=species:S:1:pos:R:3:forces:R:3
Ir 0.3457 -0.0541 0.0055 1.949 0.388 -1.116
C 1.4211 2.3006 -1.2973 -0.006 0.149 -0.070
N 1.7264 0.8525 -1.3404 -0.457 0.060 0.252
C 1.4360 0.2424 -2.6613 -0.004 -0.033 -0.113
C 1.2673 -1.2407 -2.4818 0.082 0.070 0.038
C 1.5868 -2.1581 -3.4636 0.023 0.043 0.047
C 1.2731 -3.4938 -3.2641 -0.004 -0.033 0.009
C 0.6573 -3.8705 -2.0819 0.038 0.004 -0.051
C 0.3902 -2.9056 -1.1295 0.229 0.026 0.131
N 0.6995 -1.6185 -1.3221 -0.471 -0.259 0.210
C 3.1528 0.5692 -0.9765 0.130 -0.091 0.010
C 3.3577 -0.1454 0.3365 -0.037 0.198 -0.038
C 4.6264 -0.4522 0.8072 -0.053 0.070 -0.021
C 4.7382 -1.1019 2.0235 -0.017 -0.036 0.056
C 3.5885 -1.4084 2.7421 0.085 0.046 -0.051
C 2.3631 -1.0717 2.2044 0.086 0.006 0.050
N 2.2651 -0.4647 1.0154 -0.511 -0.545 0.100
C 1.0911 2.7413 0.1057 0.081 -0.066 0.003
C 1.1419 4.0730 0.4778 0.068 -0.060 0.005
C 0.6972 4.4362 1.7371 -0.020 -0.001 0.058
C 0.2498 3.4517 2.6066 0.091 0.052 -0.018
C 0.2494 2.1408 2.1777 0.296 -0.067 0.066
N 0.6463 1.7939 0.9475 -0.921 0.037 0.068
H 0.5320 2.4768 -1.9056 -0.039 -0.079 -0.019
H 2.2383 2.8953 -1.7162 -0.001 -0.012 0.034
H 2.2132 0.4752 -3.3943 0.041 -0.008 0.054
H 0.4921 0.6483 -3.0259 -0.007 0.017 0.032
H 2.0556 -1.8219 -4.3785 -0.012 -0.001 -0.008
H 1.5062 -4.2275 -4.0241 -0.015 0.002 -0.006
H 0.3799 -4.8967 -1.8866 0.011 0.000 0.012
H -0.0707 -3.1357 -0.1802 -0.046 0.031 -0.025
H 3.7108 1.5078 -0.9785 -0.006 -0.012 0.040
H 3.5883 -0.0511 -1.7619 -0.014 0.039 -0.027
H 5.5023 -0.1852 0.2308 0.005 -0.008 -0.001
H 5.7136 -1.3631 2.4116 0.001 0.007 0.003
H 3.6369 -1.9072 3.6994 0.007 0.016 0.010
H 1.4219 -1.2847 2.6986 -0.027 -0.020 -0.094
H 1.5020 4.8123 -0.2248 0.007 0.004 0.007
H 0.7052 5.4747 2.0395 -0.004 -0.001 -0.001
H -0.0965 3.6913 3.6015 0.009 -0.004 0.004
H -0.0561 1.3253 2.8155 -0.088 -0.048 -0.027
O -0.3861 -1.3487 1.3977 -0.126 -0.375 0.421
C -1.3744 -2.0273 2.1282 -0.195 0.410 -0.027
C -1.2021 -1.6868 3.6108 0.243 0.067 -0.053
C -1.3199 -0.4481 4.1718 -0.062 -0.038 0.049
C -1.0536 -0.4369 5.5653 -0.002 0.002 0.019
C -0.7418 -1.6774 6.0370 -0.061 0.017 -0.001
S -0.7758 -2.8482 4.7960 0.112 -0.044 0.020
C -2.8128 -1.6950 1.7443 0.183 0.237 0.023
C -3.2883 -1.4036 0.5062 -0.123 -0.041 0.015
C -4.6875 -1.1645 0.4812 -0.043 -0.027 -0.027
C -5.2500 -1.2845 1.7145 0.021 -0.023 -0.017
S -4.0847 -1.6676 2.9023 -0.054 -0.010 0.082
C -1.1225 -3.5216 1.9438 -0.119 -0.063 -0.058
C 0.0899 -4.1503 1.9168 0.009 -0.030 0.094
C -0.0169 -5.5564 1.7527 -0.014 -0.010 -0.001
C -1.3146 -5.9651 1.6645 0.019 -0.011 0.015
S -2.3997 -4.6528 1.7741 -0.012 -0.006 -0.046
H -1.6458 0.4088 3.6010 -0.078 0.031 0.014
H -1.1123 0.4415 6.1921 0.005 0.001 -0.001
H -0.5222 -1.9666 7.0518 0.014 0.009 0.003
H -2.6548 -1.3449 -0.3538 0.178 -0.021 -0.286
H -5.2447 -0.9179 -0.4114 0.014 0.018 0.010
H -6.2843 -1.1580 1.9904 -0.005 -0.009 -0.003
H 1.0266 -3.6170 2.0040 -0.001 -0.001 0.006
H 0.8269 -6.2299 1.7095 0.002 -0.007 0.008
H -1.6880 -6.9699 1.5496 0.008 -0.003 -0.011
C -2.6522 -0.2902 -4.9924 0.009 -0.038 -0.064
C -2.1179 -1.2859 -4.1521 -0.022 0.012 -0.018
C -1.6862 -0.9719 -2.8953 0.010 0.093 0.108
C -1.7753 0.3421 -2.3534 0.037 0.172 0.086
C -1.2782 0.7302 -1.0365 -0.280 0.076 -0.246
C -1.8012 1.9215 -0.5631 -0.026 -0.193 0.106
C -2.5662 2.8212 -1.3350 -0.034 0.052 0.056
C -2.8140 2.5600 -2.6443 -0.014 -0.006 -0.034
C -2.4478 1.2992 -3.1709 -0.022 -0.050 -0.001
C -2.8190 0.9683 -4.5006 -0.017 0.015 0.040
H -2.9605 -0.5339 -6.0005 -0.008 -0.001 0.003
H -2.0680 -2.3115 -4.4962 0.033 0.002 0.001
H -1.3132 -1.7640 -2.2754 -0.113 -0.096 0.070
H -1.6246 2.2195 0.4607 0.053 0.011 0.025
H -2.9239 3.7366 -0.8791 0.019 -0.002 0.005
H -3.3493 3.2622 -3.2712 0.016 -0.001 -0.014
H -3.2743 1.7395 -5.1106 -0.030 -0.002 0.020
```
Forces are in eV/Å.

***

(3)
A structure of composition C41H35As2N2O3SSn. Source: the Open Molecules 2025 dataset; level of theory: ωB97M-V with the def2-TZVPD basis set.

Properties
HOMO energy: -3.34 eV
Total charge: -1
Energy relative to the best compared isomer or geometry (same formula, charge and spin): 208.66 kJ/mol
F_max: 0.0345 hartree/bohr
LUMO energy: 0.0893 Ha

```
85
Properties=species:S:1:pos:R:3:forces:R:3
Sn 0.1912 -0.0423 -0.0119 0.568 -0.452 0.447
O 4.6753 -0.6632 0.7927 0.140 0.172 0.082
S 3.5641 -0.9170 -0.0889 0.331 -0.485 -0.172
O 2.9049 -2.1882 0.0469 -0.330 -0.059 0.030
N 2.4659 0.2181 -0.1071 -0.116 1.505 0.102
C 2.8004 1.5785 -0.1575 0.057 -0.729 0.134
C 4.1035 2.0324 -0.2526 0.180 0.316 -0.106
C 4.4297 3.3959 -0.3145 -0.038 -0.226 -0.005
C 3.4580 4.3474 -0.2816 0.048 0.175 0.007
C 2.1101 3.9485 -0.1807 0.052 -0.009 -0.009
C 1.0759 4.9134 -0.1428 0.147 -0.031 -0.005
C -0.2151 4.5189 -0.0449 -0.338 -0.036 0.012
C -0.4910 3.1405 0.0190 -0.510 -0.014 0.054
N 0.4245 2.2201 -0.0146 1.688 0.540 -0.018
C 1.7570 2.5755 -0.1144 -0.186 0.300 -0.038
C 4.2243 -0.9355 -1.7470 -0.033 0.023 0.009
C 5.5729 -0.7436 -1.9801 0.080 0.020 -0.079
C 6.0542 -0.7917 -3.2844 0.036 -0.008 0.044
C 5.1871 -1.0352 -4.3360 -0.011 -0.007 -0.048
C 3.8320 -1.2340 -4.0913 -0.003 -0.006 -0.023
C 3.3481 -1.1855 -2.7966 -0.067 0.004 0.013
H 4.9093 1.3207 -0.2622 0.031 -0.046 0.055
H 5.4717 3.6828 -0.3825 0.015 -0.022 -0.012
H 3.7085 5.4002 -0.3276 -0.091 0.024 0.006
H 1.3282 5.9661 -0.1899 0.085 -0.010 -0.005
H -1.0251 5.2346 -0.0095 -0.033 -0.045 0.006
H -1.5093 2.7758 0.1059 -0.033 0.078 0.022
H 6.2381 -0.5676 -1.1453 -0.021 0.000 0.031
H 7.1101 -0.6429 -3.4732 0.001 0.003 -0.005
H 5.5647 -1.0752 -5.3503 -0.001 0.006 -0.005
H 3.1518 -1.4310 -4.9103 0.001 -0.005 -0.007
H 2.2948 -1.3461 -2.5913 0.003 0.024 0.013
C -2.0703 -3.0689 0.4672 -0.391 0.812 0.342
C -3.0579 -2.0768 -0.1718 1.066 -0.408 -0.727
As -2.7659 -0.1128 0.1415 -1.112 -1.040 0.619
C -3.1869 -0.3714 2.0724 -0.993 0.612 -0.347
C -2.2725 -0.0935 3.0829 1.163 0.664 0.253
C -2.7101 -0.1854 4.4091 0.058 -0.082 -0.026
C -4.0105 -0.5334 4.7359 0.039 -0.052 0.044
C -4.9143 -0.8170 3.7211 -0.054 -0.004 0.043
C -4.5019 -0.7282 2.4025 0.122 -0.195 0.008
C -4.5199 0.2436 -0.7479 0.078 0.331 0.832
C -5.5508 0.9366 -0.1122 0.031 0.073 -0.110
C -6.7201 1.2459 -0.7921 -0.023 0.107 0.008
C -6.8707 0.8829 -2.1225 -0.064 -0.061 0.017
C -5.8466 0.2014 -2.7624 -0.010 -0.028 -0.092
C -4.6797 -0.1136 -2.0803 0.103 -0.036 -0.120
As -0.1278 -2.8783 0.0703 -0.799 -0.265 0.641
C -0.3017 -3.3236 -1.8366 0.517 -1.105 0.287
C -0.7815 -2.4004 -2.7600 -0.131 0.119 -0.035
C -0.7977 -2.7036 -4.1171 -0.050 0.045 0.006
C -0.3373 -3.9276 -4.5734 0.029 -0.031 -0.064
C 0.1492 -4.8564 -3.6638 -0.029 -0.003 -0.005
C 0.1668 -4.5545 -2.3103 -0.008 0.084 -0.091
C 0.3104 -4.4701 1.1686 0.223 -0.161 -1.002
C -0.1700 -5.7548 0.9346 -0.128 -0.046 -0.038
C 0.2653 -6.8203 1.7063 -0.026 -0.095 0.073
C 1.1900 -6.6043 2.7210 -0.044 -0.108 0.000
C 1.6692 -5.3269 2.9603 -0.016 0.042 0.074
C 1.2360 -4.2615 2.1814 0.040 0.164 0.110
H -2.3342 -4.0882 0.1831 -0.130 -0.031 0.028
H -2.1727 -2.9710 1.5501 0.236 -0.174 0.080
H -4.0706 -2.2585 0.1812 -0.042 -0.048 0.073
H -3.0405 -2.2716 -1.2462 -0.189 0.220 -0.079
H -1.1463 0.1759 2.8268 -1.615 -0.581 -0.087
H -2.0028 0.0244 5.2039 0.018 0.009 -0.008
H -4.3236 -0.5963 5.7733 0.033 0.028 -0.026
H -5.9365 -1.0906 3.9587 0.015 -0.023 -0.039
H -5.2213 -0.9539 1.6241 0.009 0.007 -0.018
H -5.4427 1.2331 0.9253 0.001 0.006 -0.062
H -7.5110 1.7852 -0.2836 -0.005 -0.023 0.000
H -7.7850 1.1190 -2.6534 0.021 0.016 -0.006
H -5.9546 -0.0875 -3.8009 0.001 -0.003 -0.006
H -3.8856 -0.6412 -2.6019 -0.044 0.033 0.023
H -1.1385 -1.4334 -2.4310 0.070 0.033 0.038
H -1.1730 -1.9699 -4.8210 -0.004 0.004 0.008
H -0.3537 -4.1564 -5.6325 0.004 0.006 0.011
H 0.5146 -5.8157 -4.0107 0.012 0.002 0.016
H 0.5572 -5.2862 -1.6132 0.039 0.034 -0.003
H -0.8923 -5.9351 0.1432 0.050 0.025 0.037
H -0.1171 -7.8175 1.5132 0.039 0.041 0.034
H 1.5342 -7.4332 3.3278 0.004 -0.013 -0.019
H 2.3920 -5.1607 3.7504 -0.026 0.028 -0.022
H 1.6102 -3.2594 2.3613 0.052 -0.016 -0.069
O 0.1318 -0.0698 1.9228 0.205 0.091 -1.130
```
Forces are in eV/Å.